Computed, not measured: a molecular structure, C26H46B3FNO7 at a distorted geometry, with ωB97M-V/def2-TZVPD.

Each line ends with the Mulliken charge.
CARTESIAN COORDINATES (ANGSTROEM)
F 4.678 -0.400 2.203  -0.378
O 2.547 -2.806 -2.168  -0.722
O 4.802 -0.830 -0.588  -0.387
O -4.753 -4.360 -0.618  -0.515
O -1.639 -3.598 0.857  -0.464
O 1.605 -1.197 -0.873  -0.573
O 3.976 0.120 -2.597  -0.259
O 4.800 1.535 -0.884  -0.416
N -3.685 -0.380 -1.100  0.461
C 2.528 -1.728 -1.533  0.605
C -2.498 1.996 2.123  -1.113
C 2.926 2.440 -2.424  -0.731
C -3.702 -6.448 -1.030  -1.028
C -1.173 -4.832 2.833  -1.338
C 0.369 4.076 -0.258  0.000
C -3.826 0.869 -1.666  -0.286
C -2.307 3.165 1.159  0.425
C 0.501 -3.171 1.791  -0.839
C -1.837 0.106 0.464  0.246
C 6.790 0.616 1.755  -0.481
C -4.545 -5.252 -1.402  0.887
C 3.295 3.895 -2.135  -0.748
C -0.848 -3.837 1.735  0.915
C 1.511 5.035 -0.626  -1.154
C 5.290 0.622 1.468  0.307
C -4.863 -1.060 -1.251  -0.445
C -2.497 -0.922 -0.435  -0.854
C -1.310 4.212 1.690  -1.396
C -5.789 -0.233 -1.930  -0.704
C -5.102 -5.219 -2.807  -1.179
C 0.130 3.951 1.256  -0.692
C 7.359 -0.781 1.947  -1.208
C -2.804 0.629 1.512  -0.589
C 2.896 4.381 -0.733  -0.554
C -5.129 0.994 -2.187  -0.818
B 4.955 0.427 -0.075  0.129
B 3.818 -0.855 -1.598  0.187
B 3.948 1.355 -1.980  0.370
H -2.837 -6.513 -1.690  0.336
H -5.678 -4.308 -2.947  0.280
H 1.980 2.181 -1.957  0.234
H -1.134 -4.340 3.807  0.349
H -4.286 -5.242 -3.531  0.331
H 0.614 -2.499 0.939  -0.022
H -3.828 0.630 1.150  0.409
H 0.590 3.092 -0.650  -0.220
H 2.768 4.518 -2.855  0.462
H -4.287 -7.365 -1.129  0.388
H 4.352 4.076 -2.299  0.357
H -1.653 1.922 2.805  0.455
H 0.771 4.670 1.764  0.598
H 7.332 1.120 0.960  0.241
H -3.353 2.248 2.749  0.279
H -5.047 -2.059 -0.922  0.494
H -1.401 0.888 -0.153  -0.352
H 0.440 2.975 1.619  0.315
H -2.171 -5.237 2.675  0.314
H -5.514 1.868 -2.679  0.429
H 0.605 -2.616 2.727  0.336
H -3.360 -6.342 -0.004  0.121
H -3.255 3.671 1.004  0.468
H 7.435 -1.317 1.006  0.258
H 4.857 1.555 1.821  0.252
H 1.545 5.847 0.095  0.416
H -2.856 -1.719 0.200  0.448
H -1.334 4.167 2.777  0.431
H -1.976 2.823 0.185  -0.338
H -0.544 4.400 -0.749  0.571
H -1.603 5.210 1.375  0.372
H -2.778 -0.085 2.334  0.293
H 6.751 -1.364 2.623  0.287
H 2.761 2.296 -3.489  0.362
H -5.743 -6.086 -2.976  0.359
H 1.267 5.485 -1.586  0.407
H -1.014 -0.403 0.954  0.352
H -3.022 1.580 -1.661  0.415
H -0.446 -5.646 2.827  0.361
H -6.800 -0.479 -2.192  0.440
H 3.636 5.117 -0.427  0.447
H 1.291 -3.925 1.749  0.421
H 6.979 1.178 2.668  0.389
H -1.787 -1.321 -1.147  0.155
H 8.359 -0.714 2.363  0.418
H 2.955 3.552 -0.032  0.225

For the HOMO-LUMO gap, the calculation gives 6.97 eV. As for the spin multiplicity: 1. The energy above the lowest of the compared OMol25 structures with the same formula, charge and spin comes out at 0.0 kcal/mol. The calculation puts the highest occupied orbital energy at -4.377 eV. The calculated total energy comes out at -48286.491 eV. The calculation puts the largest force on an atom at 2.082 eV Å⁻¹. Its charge is -1.


Computed, not measured: a molecular structure, C3H9NO at a distorted geometry, with ωB97M-V/def2-TZVPD.

Each line ends with the Mulliken charge.
CARTESIAN COORDINATES (ANGSTROEM)
O -1.968 -0.364 2.199  -0.701
N 2.504 0.712 -1.975  -0.615
C -0.018 -0.106 -0.537  -0.015
C -1.384 -0.344 -0.131  -0.560
C 0.995 -0.177 0.371  -0.450
H -2.088 0.389 -0.523  0.320
H 0.179 0.530 -1.414  0.257
H 2.896 1.621 -1.707  0.178
H -1.733 -1.361 -0.303  0.268
H -1.364 -0.233 1.113  0.293
H 2.526 0.758 -2.998  0.170
H 1.779 0.449 -0.069  0.253
H 1.144 -0.842 1.215  0.335
H -2.503 0.165 2.807  0.268

For the HOMO-LUMO gap, the calculation gives 3.81 eV. As for the spin multiplicity: 1. The energy above the lowest of the compared OMol25 structures with the same formula, charge and spin comes out at 228.9 kcal/mol. The calculation puts the highest occupied orbital energy at -7.666 eV. The calculated total energy comes out at -6785.129 eV. The calculation puts the largest force on an atom at 3.835 eV Å⁻¹.


Computed, not measured: a molecular structure, C37H51FN5O4PPt at a distorted geometry, with ωB97M-V/def2-TZVPD.

Each line ends with the Mulliken charge.
CARTESIAN COORDINATES (ANGSTROEM)
Pt 0.254 0.091 -0.143  3.493
P 1.380 -2.062 -0.701  0.552
F 2.099 -3.804 5.220  -0.378
O 2.330 -0.230 0.808  -1.090
O 0.069 1.999 1.055  -0.970
O -0.238 -0.776 2.024  -0.919
O -1.405 3.130 2.267  -0.670
N 2.331 -3.273 10.283  -0.079
N 2.005 -2.501 7.827  0.177
N -1.880 0.968 -0.742  0.006
N -0.273 1.150 5.646  0.347
N 0.280 0.315 -2.397  0.168
C 2.464 -3.876 7.888  -0.621
C -0.974 0.588 -2.887  0.175
C 3.095 -1.961 -1.395  -0.359
C 3.446 -2.922 -2.526  -1.588
C 3.373 -2.314 9.852  -0.798
C 3.209 1.455 2.269  -1.339
C -0.116 -0.132 3.078  1.404
C 0.802 -0.750 6.699  -0.672
C -0.415 1.259 3.258  0.014
C 0.931 -2.031 4.274  -0.677
C -4.781 0.009 3.416  -0.541
C 2.243 -4.403 9.317  -0.993
C 0.340 0.217 -4.655  -0.985
C 0.345 -0.765 4.321  -0.019
C -1.998 1.016 -2.029  0.138
C -4.882 1.366 3.138  -0.727
C 0.278 -0.108 5.570  0.217
C -3.437 1.077 1.231  0.525
C 1.446 -1.982 6.647  -0.994
C 0.772 2.593 7.374  -0.986
C -3.331 -0.278 1.518  0.200
C 3.022 1.849 -0.220  -1.156
C 2.264 -4.477 0.503  -1.604
C 2.875 -1.604 8.588  -0.516
C -4.214 1.897 2.054  -0.488
C -0.544 1.798 4.498  -0.287
C 3.232 0.788 0.871  0.346
C -2.809 1.720 0.028  -1.734
C 1.068 0.111 -3.448  -0.496
C -4.012 -0.809 2.601  -0.717
C -1.106 -3.008 -1.470  -1.247
C -0.619 2.210 2.082  -0.228
C 0.356 -3.031 -1.906  -0.684
C -0.954 0.525 -4.303  -1.197
C 1.508 -3.179 0.751  0.100
C -0.479 1.856 6.901  -1.040
C 1.486 -2.609 5.389  0.421
H -2.885 1.460 -2.487  0.397
H 0.459 -2.562 -2.886  0.401
H 1.830 -5.049 -0.312  0.296
H 1.888 -4.506 7.215  0.446
H 3.238 -0.936 -1.739  0.063
H 2.328 2.084 2.351  0.156
H 3.000 -5.148 9.560  0.403
H -5.490 2.003 3.764  0.433
H 1.618 1.922 7.501  0.272
H -3.959 -1.867 2.811  0.440
H 2.010 -2.590 1.519  0.013
H 3.519 -3.965 7.597  0.412
H -0.885 2.820 4.579  0.628
H 1.430 -2.780 10.293  0.376
H 0.715 -4.058 -1.980  0.675
H 4.292 -2.871 9.665  0.345
H 3.267 1.443 -1.199  0.228
H -2.734 -0.918 0.883  0.388
H -1.754 -3.287 -2.298  0.476
H 1.260 -4.865 9.413  0.441
H 2.124 -0.055 -3.352  0.565
H 0.566 3.075 8.325  0.406
H 3.172 0.686 3.038  0.268
H 2.512 -3.625 11.229  0.356
H 3.765 -2.096 -0.544  0.558
H 0.745 0.099 -5.641  0.496
H 0.984 -2.542 3.328  0.684
H -1.385 -2.000 -1.134  0.130
H 2.228 -5.095 1.398  0.417
H -1.797 0.700 -4.943  0.528
H 4.101 2.057 2.414  0.545
H 0.485 -3.381 1.079  0.678
H -0.828 1.145 7.653  0.477
H 3.651 2.714 -0.033  0.482
H -1.276 2.585 6.740  0.461
H 3.333 -3.961 -2.230  0.363
H 3.572 -1.588 10.641  0.440
H 3.304 -4.277 0.267  0.340
H -1.285 -3.698 -0.650  0.294
H 2.832 -2.744 -3.405  0.337
H 1.977 2.164 -0.217  0.126
H -5.303 -0.417 4.260  0.436
H 1.054 3.362 6.660  0.347
H -4.290 2.952 1.832  0.432
H 4.487 -2.769 -2.809  0.454
H -2.260 2.606 0.402  0.365
H 4.244 0.343 0.751  0.422
H -3.613 2.123 -0.608  0.630
H 2.314 -0.712 8.875  0.347
H 0.723 -0.261 7.653  0.517
H 3.741 -1.272 7.996  0.323

For the HOMO-LUMO gap (spin up / spin down), the calculation gives 5.36 / 5.33 eV. As for the spin multiplicity: 1. The energy above the lowest of the compared OMol25 structures with the same formula, charge and spin comes out at 107.8 kcal/mol. The calculation puts the highest occupied orbital energy (spin up / spin down) at -12.089 / -12.098 eV. The calculated total energy comes out at -70074.202 eV. The calculation puts the largest force on an atom at 3.644 eV Å⁻¹. Its charge is +2.